[1]
{
  "formula": "F2H2N4O3S3",
  "method": "ωB97M-V with the def2-TZVPD basis set",
  "elements": ["N", "N", "N", "N", "O", "O", "O", "F", "F", "S", "S", "S", "H", "H"],
  "xyz": [[1.83885, 0.94594, -1.49868], [0.23946, -0.77879, -2.69602], [2.62198, 0.37271, 0.88961], [-0.50097, 0.13978, -0.39958], [4.18759, -1.00726, -0.51719], [1.27122, 2.40232, 0.46096], [1.69601, -1.48288, -0.29694], [3.48375, 2.34370, -0.42293], [3.22781, -1.85010, 1.51103], [0.70569, -0.18034, -1.49857], [2.13674, 1.44921, -0.11379], [2.98627, -0.95343, 0.22644], [-0.05836, 0.28943, 0.40266], [-1.17513, -0.72000, -0.42172]],
  "mulliken_charge": [-0.22, -0.59, -0.28, -0.44, -0.51, -0.55, -0.47, -0.28, -0.21, 0.67, 0.95, 1.23, 0.35, 0.34],
  "charge": 0,
  "orbital_gap_ha": 0.3740,
  "spin_multiplicity": 1,
  "lumo_energy_ev": -1.01,
  "e_above_lowest_kcal_mol": 0.0
}

***

[2]
{
  "formula": "F2H2O2P",
  "method": "ωB97M-V with the def2-TZVPD basis set",
  "elements": ["O", "O", "F", "F", "P", "H", "H"],
  "xyz": [[-0.05592, -0.42820, -1.03182], [-0.42015, 0.68399, 1.25122], [-1.96949, 0.96123, -0.80974], [-2.00337, -1.00666, 0.47455], [-0.98880, 0.03378, 0.03373], [-0.53935, -0.28181, -1.90526], [-1.03048, 0.85188, 2.03059]],
  "mulliken_charge": [-0.34, -0.36, -0.19, -0.11, 1.12, 0.44, 0.44],
  "charge": 1,
  "orbital_gap_ha": 0.5742,
  "spin_multiplicity": 1,
  "lumo_energy_ev": -4.94,
  "e_above_lowest_kcal_mol": 0.0
}

***

[3]
{
  "formula": "F2H2S2Si",
  "method": "ωB97M-V with the def2-TZVPD basis set",
  "elements": ["F", "F", "Si", "S", "S", "H", "H"],
  "xyz": [[-1.89351, 1.34943, 1.16983], [-1.60578, 1.20260, -1.40398], [-1.10608, 0.52010, -0.06279], [-1.97266, -1.44473, 0.10634], [1.00415, 0.76974, 0.11043], [-2.87639, -1.19426, 1.00105], [0.95186, 0.28427, 1.27132]],
  "mulliken_charge": [-0.32, -0.22, 0.78, -0.30, -0.25, 0.16, 0.14],
  "charge": 0,
  "orbital_gap_ha": 0.3906,
  "spin_multiplicity": 1,
  "lumo_energy_ev": 0.28,
  "e_above_lowest_kcal_mol": 0.0
}

***

[4]
{
  "formula": "F2HNS",
  "method": "ωB97M-V with the def2-TZVPD basis set",
  "elements": ["N", "F", "F", "S", "H"],
  "xyz": [[-0.73725, 0.20475, 0.38747], [0.22124, 0.50973, -1.72137], [1.20904, -0.91417, 1.56096], [-0.41620, -0.94870, 1.14426], [-0.27683, 1.14839, -1.37131]],
  "mulliken_charge": [-0.17, -0.41, -0.28, 0.41, 0.44],
  "charge": 0,
  "orbital_gap_ha": 0.3822,
  "spin_multiplicity": 1,
  "lumo_energy_ev": -1.11,
  "e_above_lowest_kcal_mol": 9.8
}

***

[5]
{
  "formula": "F2HPS",
  "method": "ωB97M-V with the def2-TZVPD basis set",
  "elements": ["F", "F", "P", "S", "H"],
  "xyz": [[-0.28956, 0.39746, -1.32280], [1.97057, -0.04812, -0.75000], [0.51092, -0.54784, -0.25663], [0.42148, 0.71347, 1.38222], [-2.61341, -0.51497, 0.94722]],
  "mulliken_charge": [-0.22, -0.23, 0.50, -0.07, 0.02],
  "charge": 0,
  "orbital_gap_ha": [0.3816, 0.2565],
  "spin_multiplicity": 1,
  "lumo_energy_ev": [-0.30, -3.29],
  "e_above_lowest_kcal_mol": 94.0
}

***

[6]
{
  "formula": "F2N2O",
  "method": "ωB97M-V with the def2-TZVPD basis set",
  "elements": ["N", "N", "O", "F", "F"],
  "xyz": [[-0.14727, -0.00382, 0.08865], [-1.15454, -0.61170, 0.06257], [0.87103, 0.54590, 0.10235], [2.75402, -0.12635, -0.11351], [-2.32325, 0.19597, -0.14006]],
  "mulliken_charge": [0.83, -0.08, -0.40, -0.19, -0.16],
  "charge": 0,
  "orbital_gap_ha": [0.3817, 0.2723],
  "spin_multiplicity": 1,
  "lumo_energy_ev": [-2.30, -3.20],
  "e_above_lowest_kcal_mol": 42.8
}

***

[7]
{
  "formula": "F2NO3S",
  "method": "ωB97M-V with the def2-TZVPD basis set",
  "elements": ["N", "O", "O", "O", "F", "F", "S"],
  "xyz": [[-1.16019, 1.85209, 0.44736], [2.35491, -0.40043, -0.21430], [0.73252, -1.28028, -1.90817], [0.61160, -1.94191, 0.45462], [-1.22666, 1.38529, 1.75994], [-2.35024, 1.28540, -0.00961], [1.03807, -0.90016, -0.52985]],
  "mulliken_charge": [0.19, -0.52, -0.53, -0.55, -0.12, -0.13, 0.66],
  "charge": -1,
  "orbital_gap_ha": [0.1953, 0.3275],
  "spin_multiplicity": 1,
  "lumo_energy_ev": [1.94, 3.80],
  "e_above_lowest_kcal_mol": 55.8
}

***

[8]
{
  "formula": "F3HSi",
  "method": "ωB97M-V with the def2-TZVPD basis set",
  "elements": ["F", "F", "F", "Si", "H"],
  "xyz": [[2.33895, -0.24214, -1.77058], [0.71125, 1.42860, -2.36048], [0.11742, -0.95116, -2.75596], [0.78587, -0.02262, -1.67471], [-0.65399, -0.68106, -0.11833]],
  "mulliken_charge": [-0.21, -0.25, -0.20, 0.64, 0.02],
  "charge": 0,
  "orbital_gap_ha": 0.3754,
  "spin_multiplicity": 1,
  "lumo_energy_ev": -1.30,
  "e_above_lowest_kcal_mol": 39.9
}

***

[9]
{
  "formula": "F4H4N2O14PS4Tl",
  "method": "ωB97M-V with the def2-TZVPD basis set",
  "elements": ["Tl", "N", "S", "O", "O", "F", "S", "O", "O", "F", "N", "S", "O", "O", "F", "S", "O", "O", "F", "P", "O", "O", "O", "O", "O", "H", "H", "O", "H", "H"],
  "xyz": [[-0.36126, -0.71973, -0.69395], [-1.54685, -4.48103, 3.30468], [-0.69841, -4.99211, 4.50382], [-1.02498, -6.32607, 5.12608], [-0.18546, -3.94025, 5.35236], [0.60107, -5.43572, 3.76905], [-3.04809, -4.77049, 4.07427], [-3.23536, -4.42892, 5.49562], [-3.88030, -5.84706, 3.55823], [-3.86885, -3.57044, 3.39250], [0.49049, 4.76135, -0.37769], [-0.57830, 6.11889, -0.32371], [-0.78779, 6.84253, -1.59649], [-0.81176, 6.82490, 0.91895], [-1.89717, 5.20989, -0.40075], [1.64390, 5.79094, -0.21052], [1.83240, 6.27303, 1.14872], [2.13399, 6.59183, -1.31229], [2.67090, 4.58493, -0.26365], [-1.90974, -1.77348, -6.39912], [-3.28626, -2.47850, -6.72847], [-1.10065, -1.51955, -7.70073], [-1.26703, -2.76941, -5.41756], [-2.26046, -0.54215, -5.47795], [3.53680, -0.73920, 2.86827], [4.46623, -0.80786, 2.64991], [3.50044, -0.88970, 3.81287], [3.34040, 0.83613, -4.15402], [4.17733, 1.16648, -3.82745], [3.35472, 1.03082, -5.09110]],
  "mulliken_charge": [0.99, -0.34, 1.13, -0.60, -0.61, -0.26, 1.10, -0.55, -0.59, -0.28, -0.27, 1.09, -0.58, -0.55, -0.30, 1.11, -0.59, -0.58, -0.32, 0.96, -0.45, -0.58, -0.47, -0.46, -0.63, 0.31, 0.32, -0.63, 0.32, 0.32],
  "charge": -2,
  "orbital_gap_ha": 0.2101,
  "spin_multiplicity": 1,
  "lumo_energy_ev": 0.42,
  "e_above_lowest_kcal_mol": 121.8
}

***

[10]
{
  "formula": "F4N2",
  "method": "ωB97M-V with the def2-TZVPD basis set",
  "elements": ["N", "N", "F", "F", "F", "F"],
  "xyz": [[0.76792, -0.29461, 0.10086], [-0.46398, -0.49336, 0.24897], [1.03123, 2.07956, -0.25544], [1.15661, -0.39266, -1.16785], [-1.49141, 0.08970, -0.49907], [-0.89133, -0.54628, 1.50898]],
  "mulliken_charge": [0.00, 0.69, -0.54, 0.01, -0.09, -0.07],
  "charge": 0,
  "orbital_gap_ha": [0.2551, 0.2553],
  "spin_multiplicity": 1,
  "lumo_energy_ev": [-3.77, -3.77],
  "e_above_lowest_kcal_mol": 58.7
}

***

[11]
{
  "formula": "F6K3N3Na3O12S6",
  "method": "ωB97M-V with the def2-TZVPD basis set",
  "elements": ["Na", "Na", "Na", "K", "K", "K", "N", "S", "O", "O", "F", "S", "O", "O", "F", "N", "S", "O", "O", "F", "S", "O", "O", "F", "N", "S", "O", "O", "F", "S", "O", "O", "F"],
  "xyz": [[1.88267, 3.47806, 2.44748], [3.57048, -0.65589, -0.29734], [0.76688, -1.46291, -1.69963], [-2.99109, -0.59097, 3.54161], [-0.93623, -5.64803, 1.40795], [2.81330, -1.39368, 5.83150], [-4.00342, -2.11567, -1.24154], [-3.61403, -3.14036, -0.14879], [-4.36454, -3.06036, 1.07324], [-2.26206, -3.63140, -0.04492], [-4.26090, -4.40026, -0.87197], [-2.89005, -0.92583, -0.89918], [-1.61078, -1.12608, -1.52799], [-3.02302, -0.36231, 0.43010], [-3.49324, 0.23246, -1.73754], [1.38239, -1.06526, 0.61648], [1.27787, -2.05137, 1.88103], [0.26100, -3.05723, 1.71069], [1.56224, -1.49894, 3.18934], [2.64099, -2.83692, 1.58175], [0.43872, 0.19209, 1.17574], [1.09595, 1.44191, 1.50215], [-0.74244, -0.16028, 1.90204], [-0.08157, 0.46374, -0.26369], [2.73400, 3.35399, -2.53335], [1.86409, 2.87328, -1.35343], [0.52111, 2.40317, -1.56547], [1.98749, 3.47692, -0.02399], [2.62596, 1.39912, -1.09769], [1.76970, 4.66307, -2.95883], [2.08898, 5.79291, -2.13659], [0.48150, 4.41710, -3.56434], [2.50807, 4.99599, -4.32482]],
  "mulliken_charge": [1.02, 1.00, 1.01, 0.98, 0.97, 0.97, -0.37, 1.09, -0.62, -0.56, -0.28, 1.00, -0.52, -0.52, -0.21, -0.35, 0.77, -0.39, -0.51, -0.32, 0.73, -0.54, -0.24, -0.15, -0.29, 0.93, -0.51, -0.58, -0.35, 1.13, -0.54, -0.51, -0.24],
  "charge": 3,
  "orbital_gap_ha": 0.2406,
  "spin_multiplicity": 1,
  "lumo_energy_ev": -9.30
}

***

[12]
{
  "formula": "F6KN3O12S6",
  "method": "ωB97M-V with the def2-TZVPD basis set",
  "elements": ["K", "N", "S", "O", "O", "F", "S", "O", "O", "F", "N", "S", "O", "O", "F", "S", "O", "O", "F", "N", "S", "O", "O", "F", "S", "O", "O", "F"],
  "xyz": [[0.54720, 0.17472, 0.36469], [-0.17933, 2.57446, 1.66562], [-0.32582, 2.00503, 3.02356], [-1.26342, 2.61833, 3.93683], [0.83229, 1.34578, 3.60113], [-1.08391, 0.60005, 2.62089], [0.63086, 3.91058, 2.16417], [2.07311, 3.82501, 2.40391], [-0.27781, 4.88333, 2.80778], [0.74807, 4.46784, 0.60767], [-0.97083, 0.72717, -1.95967], [-2.45285, -0.03675, -2.44043], [-2.44296, -1.39899, -3.03003], [-3.53737, 0.82312, -2.68526], [-2.81345, -0.48242, -0.90449], [-0.35001, 0.75055, -3.36607], [-1.14205, 0.81168, -4.56600], [0.79440, -0.15302, -3.39903], [0.41140, 2.20291, -3.23715], [1.13281, -2.38142, -0.16488], [1.98048, -3.00255, 1.07881], [3.17793, -3.86434, 0.96187], [1.22385, -3.31560, 2.24782], [2.50847, -1.53214, 1.47806], [0.51288, -3.66634, -0.56804], [-0.41708, -4.34600, 0.35381], [1.32722, -4.50296, -1.43789], [-0.64408, -3.03803, -1.55770]],
  "mulliken_charge": [0.93, -0.13, 1.11, -0.61, -0.55, -0.33, 0.97, -0.54, -0.53, -0.32, 0.10, 1.09, -0.40, -0.48, -0.26, 1.06, -0.47, -0.37, -0.26, -0.03, 1.05, -0.60, -0.53, -0.29, 0.88, -0.57, -0.62, -0.27],
  "charge": -1,
  "orbital_gap_ha": [0.3076, 0.1148],
  "spin_multiplicity": 2,
  "lumo_energy_ev": [0.36, -4.88],
  "e_above_lowest_kcal_mol": 0.0
}

***

[13]
{
  "formula": "F6Li2N3O12S6",
  "method": "ωB97M-V with the def2-TZVPD basis set",
  "elements": ["Li", "Li", "N", "S", "O", "O", "F", "S", "O", "O", "F", "N", "S", "O", "O", "F", "S", "O", "O", "F", "N", "S", "O", "O", "F", "S", "O", "O", "F"],
  "xyz": [[-0.08117, -0.40970, -0.03383], [2.02039, 1.10638, -0.25019], [0.81788, 0.22774, -1.70035], [-0.04858, 1.36383, -2.58416], [-0.81622, 0.75565, -3.59793], [0.64090, 2.57971, -2.75257], [-1.02792, 1.66225, -1.39511], [1.84880, -0.33924, -2.80232], [2.77174, 0.64839, -3.23746], [1.34853, -1.34460, -3.64834], [2.72920, -1.17935, -1.74501], [1.03935, 0.55536, 1.32764], [1.81703, -0.63057, 2.25485], [0.98452, -1.73246, 2.51949], [2.77985, -0.18652, 3.16828], [2.68224, -1.08549, 0.97567], [0.89706, 1.75747, 2.41717], [2.09420, 2.51546, 2.54904], [0.18651, 1.33605, 3.56346], [-0.05501, 2.69811, 1.59329], [-1.61534, -1.63551, 0.43523], [-2.46230, -0.74877, 1.57171], [-3.81849, -1.11282, 1.70337], [-2.02580, 0.60170, 1.61920], [-1.80009, -1.41172, 2.83943], [-2.66255, -1.48983, -0.79614], [-3.10099, -0.15943, -1.07647], [-3.58155, -2.54508, -0.99634], [-1.56220, -1.79702, -1.92163]],
  "mulliken_charge": [1.15, 0.88, -0.32, 1.06, -0.53, -0.55, -0.19, 0.93, -0.57, -0.55, -0.27, -0.37, 0.98, -0.48, -0.55, -0.25, 1.01, -0.57, -0.55, -0.21, -0.51, 1.17, -0.60, -0.52, -0.24, 1.02, -0.50, -0.63, -0.24],
  "charge": -1,
  "orbital_gap_ha": 0.3521,
  "spin_multiplicity": 1,
  "lumo_energy_ev": 1.80,
  "e_above_lowest_kcal_mol": 0.0
}

***

[14]
{
  "formula": "F8H4N4NaO18S8",
  "method": "ωB97M-V with the def2-TZVPD basis set",
  "elements": ["Na", "N", "S", "O", "O", "F", "S", "O", "O", "F", "N", "S", "O", "O", "F", "S", "O", "O", "F", "N", "S", "O", "O", "F", "S", "O", "O", "F", "N", "S", "O", "O", "F", "S", "O", "O", "F", "O", "H", "H", "O", "H", "H"],
  "xyz": [[4.76938, -12.60769, -14.52876], [5.96169, -13.68670, -16.43933], [7.41077, -14.04384, -16.00716], [8.03975, -13.12037, -15.12254], [8.23341, -14.85208, -16.89661], [6.93953, -15.27407, -15.04588], [6.39639, -12.52978, -17.61827], [6.70273, -13.08077, -18.92293], [7.07474, -11.36061, -17.18919], [4.92606, -11.96683, -17.89922], [2.79533, -11.88342, -13.58070], [2.48181, -10.48860, -14.42294], [3.05716, -9.23459, -14.03350], [1.20682, -10.46621, -15.09694], [3.54124, -10.78808, -15.59996], [2.04027, -11.51098, -12.24216], [0.60854, -11.42337, -12.37394], [2.64404, -10.69925, -11.25117], [2.17847, -12.97764, -11.57261], [8.06324, -8.89698, -14.55429], [8.41804, -9.65192, -13.09513], [8.49154, -11.08171, -13.13227], [7.84752, -8.93600, -11.97422], [9.98019, -9.24420, -13.07230], [6.54443, -9.16573, -14.49909], [5.69960, -8.21166, -13.82154], [6.10469, -10.55686, -14.47586], [6.19124, -8.82335, -16.03384], [6.93224, -14.17765, -10.20206], [6.45460, -12.72905, -10.90225], [5.90512, -12.82559, -12.21487], [7.10781, -11.53781, -10.47040], [5.10192, -12.60431, -10.00100], [8.36287, -14.16930, -10.82118], [9.41623, -13.42657, -10.17479], [8.36062, -14.34974, -12.24614], [8.69823, -15.69016, -10.25825], [3.27903, -14.08734, -16.55072], [4.22339, -14.06189, -16.74993], [2.90388, -14.67340, -17.21199], [4.37760, -14.79328, -13.75099], [4.32412, -15.10344, -12.84185], [5.25587, -15.07274, -14.05126]],
  "mulliken_charge": [1.03, -0.32, 0.71, -0.27, -0.69, -0.40, 1.05, -0.66, -0.46, -0.28, -0.13, 0.97, -0.55, -0.62, -0.20, 0.97, -0.69, -0.57, -0.32, -0.52, 1.08, -0.43, -0.60, -0.35, 0.87, -0.61, -0.04, -0.37, -0.48, 0.97, -0.04, -0.56, -0.37, 1.04, -0.63, -0.45, -0.39, -0.54, 0.58, 0.24, -0.57, 0.27, 0.33],
  "charge": -3,
  "orbital_gap_ha": 0.2657,
  "spin_multiplicity": 1,
  "lumo_energy_ev": 5.27,
  "e_above_lowest_kcal_mol": 27.5
}

***

Number 1: DFT total energy -50069.373 eV. Number 2: DFT total energy -18846.304 eV. Number 3: DFT total energy -35020.556 eV. Number 4: DFT total energy -17774.769 eV. Number 5: DFT total energy -25573.182 eV. Number 6: DFT total energy -10453.793 eV. Number 7: DFT total energy -23898.974 eV. Number 8: DFT total energy -16048.942 eV. Number 9: DFT total energy -99898.843 eV. Number 10: DFT total energy -13838.740 eV. Number 11: DFT total energy -172559.355 eV. Number 12: DFT total energy -126676.473 eV. Number 13: DFT total energy -110771.161 eV. Number 14: DFT total energy -155717.913 eV.